84
Properties=species:S:1:pos:R:3:forces:R:3:mulliken_charge:R:1 method="wB97M-V/def2-TZVPD" orbital_gap_ev="7.052 / 7.051" e_lumo_ev="-0.3310 / -0.3316" homo_ev="-7.38 / -7.38"
Ti -1.21392 -0.90540 1.34179 -0.0504 0.1045 0.2094 -0.617
C -2.03529 -1.13674 3.42504 -0.0216 -0.0320 0.0526 -0.486
C -1.03174 -0.30736 4.01683 0.0195 -0.1069 0.0254 -0.629
C -1.52820 0.98321 4.09972 -0.0276 0.0065 -0.0272 -0.694
C -2.85293 0.99261 3.59971 0.0348 0.0330 -0.0232 -0.497
C -3.17678 -0.28821 3.19109 0.0180 -0.0499 -0.0213 -0.969
H -2.07889 -2.21155 3.51518 0.0108 -0.0009 0.0160 0.977
H -0.06221 -0.64395 4.35354 0.0077 0.0276 0.0085 0.510
H -0.98242 1.84935 4.44437 -0.0001 0.0030 -0.0010 0.441
H -3.47715 1.86814 3.49895 0.0000 0.0000 0.0046 0.498
H -4.12418 -0.62506 2.80011 0.0046 0.0007 0.0052 0.806
Br -4.07347 -0.15539 -0.04068 -0.0472 0.0249 0.0091 0.074
C -3.56971 -1.09582 -1.60157 0.0722 -0.0386 0.0065 0.281
C -4.52912 -1.27409 -2.55598 0.0045 -0.0100 0.0111 -0.718
C -4.20656 -1.93662 -3.75465 -0.0254 0.0063 -0.0050 -0.767
C -2.92974 -2.36332 -3.96357 0.0089 -0.0186 -0.0310 -1.018
C -1.92136 -2.15838 -2.99203 0.0393 0.0004 0.0478 1.204
C -0.58549 -2.54505 -3.27363 -0.0300 0.0027 0.0059 -1.277
C 0.40158 -2.28190 -2.37747 0.0168 0.0005 -0.0132 -0.861
C 0.08040 -1.68326 -1.13548 0.0414 -0.0059 0.0025 -1.041
C -1.19828 -1.34771 -0.75924 0.0402 -0.0905 -0.1143 1.857
C -2.22500 -1.53857 -1.74632 -0.0708 0.1020 0.0256 0.568
H -5.52650 -0.88881 -2.39444 -0.0018 -0.0073 -0.0012 0.457
H -4.96900 -2.07815 -4.50931 -0.0002 -0.0018 0.0030 0.403
H -2.65581 -2.84835 -4.89297 0.0002 0.0043 0.0000 0.435
H -0.37014 -3.02220 -4.22237 -0.0013 0.0085 -0.0027 0.398
H 1.43369 -2.53634 -2.59321 0.0007 -0.0041 0.0001 0.442
H 0.91478 -1.50728 -0.47052 -0.0143 -0.0097 0.0046 0.275
C 3.83573 4.10587 -2.20833 -0.0099 0.0101 0.0225 -1.755
C 3.95504 2.65387 -1.83735 0.0205 -0.0162 -0.0061 0.607
C 2.89910 1.77372 -2.06150 -0.0138 0.0072 -0.0030 -0.444
C 3.01830 0.42862 -1.75752 0.0041 0.0173 -0.0109 0.087
C 4.20739 -0.03991 -1.21637 -0.0224 -0.0143 0.0116 -0.268
C 5.26687 0.82119 -0.96321 0.0069 -0.0236 -0.0051 -0.548
C 5.13209 2.16339 -1.27587 -0.0010 0.0100 0.0000 -0.709
S 4.42002 -1.76398 -0.93418 -0.0265 0.0184 0.0210 1.488
O 4.00968 -2.51076 -2.09028 0.0243 0.0002 -0.0028 -0.731
O 5.73287 -1.95234 -0.38246 0.0302 -0.0121 -0.0068 -0.745
N 3.26528 -2.10778 0.19928 0.0348 0.0123 -0.0166 -0.230
C 3.49873 -1.65757 1.57298 -0.0253 -0.0069 -0.0063 -0.591
C 2.38141 -2.20199 2.44981 0.0229 0.0326 0.0200 -1.350
C 1.03110 -1.75369 1.97627 -0.0537 -0.0379 0.0298 1.155
O 0.04616 -2.54252 1.91172 0.0640 -0.0219 -0.0008 -0.588
O 0.82046 -0.55422 1.64071 0.0373 0.0346 -0.0269 -0.027
H 2.79914 4.38403 -2.39639 0.0010 -0.0118 -0.0064 0.339
H 4.40661 4.31745 -3.11454 0.0034 -0.0034 -0.0028 0.468
H 4.22943 4.74604 -1.41761 0.0015 0.0067 -0.0027 0.346
H 1.96470 2.13965 -2.47042 0.0044 -0.0080 -0.0011 0.317
H 2.19378 -0.24451 -1.94900 -0.0065 0.0061 -0.0060 0.353
H 6.18324 0.43126 -0.54233 -0.0044 -0.0047 0.0016 0.519
H 5.95674 2.84005 -1.08454 -0.0017 0.0015 -0.0035 0.399
H 3.04272 -3.09551 0.11367 -0.0037 0.0011 -0.0013 0.342
H 3.47288 -0.56675 1.57444 -0.0121 0.0008 0.0084 0.302
H 4.46986 -1.98405 1.95159 0.0029 -0.0050 -0.0074 0.420
H 2.50657 -1.83420 3.47157 0.0031 -0.0060 -0.0039 0.288
H 2.39358 -3.29189 2.48711 0.0002 -0.0041 -0.0010 0.377
C -1.65372 -4.48200 0.08547 -0.0653 -0.0339 -0.0375 -1.110
C -2.76768 -3.60000 0.55706 0.1181 -0.0182 -0.0198 0.549
N -4.01926 -3.97155 0.27115 -0.0350 0.0337 0.0157 -0.326
O -2.57974 -2.55843 1.20004 -0.0666 0.0495 -0.0301 -0.272
H -1.99745 -5.50063 -0.08917 0.0127 0.0022 0.0047 0.557
H -0.85068 -4.46506 0.81565 0.0111 0.0028 0.0197 0.131
H -1.26530 -4.07185 -0.84975 -0.0067 0.0060 0.0054 0.194
H -4.20375 -4.77206 -0.30569 0.0014 -0.0035 0.0034 0.200
H -4.76431 -3.32103 0.46728 -0.0039 -0.0075 -0.0008 0.259
C 2.61577 3.59388 1.27501 0.0141 0.0148 -0.0138 -1.158
C 1.29364 3.66677 0.54993 -0.0027 -0.0029 0.0342 -0.202
O 0.58120 2.45732 0.84209 -0.0073 0.0288 -0.0181 0.304
P -0.90116 2.23581 0.30920 0.1071 -0.0008 0.1043 -0.405
O -1.25203 0.90786 1.02034 -0.1858 -0.0286 -0.2689 0.426
Te -1.14644 2.31926 -2.00462 -0.0187 -0.0092 0.0235 -0.262
O -1.73031 3.33166 1.10929 0.0152 0.0560 0.0033 -0.213
C -2.67819 4.26212 0.55383 0.0176 -0.0011 0.0116 -0.441
C -4.06775 3.67318 0.52306 -0.0132 0.0050 -0.0056 -0.688
H 3.20141 4.49280 1.07537 0.0059 -0.0011 -0.0034 0.368
H 3.18370 2.72589 0.93911 -0.0011 -0.0004 0.0042 0.034
H 2.45705 3.51574 2.35043 -0.0049 -0.0059 -0.0005 0.411
H 1.42518 3.74544 -0.53155 -0.0006 0.0029 -0.0045 0.165
H 0.70241 4.52162 0.89030 -0.0023 -0.0108 -0.0081 0.291
H -2.35005 4.54960 -0.44625 -0.0069 -0.0010 -0.0041 0.375
H -2.62591 5.13129 1.20875 -0.0019 0.0064 -0.0033 0.313
H -4.11274 2.84443 -0.18286 0.0035 -0.0138 0.0010 0.024
H -4.78197 4.43466 0.20455 0.0029 0.0014 -0.0001 0.444
H -4.35797 3.31602 1.51186 0.0038 -0.0030 -0.0035 0.154



82
Properties=species:S:1:pos:R:3:forces:R:3:mulliken_charge:R:1 method="wB97M-V/def2-TZVPD" orbital_gap_ev=7.702 e_lumo_ev=-0.7029 homo_ev=-8.41
Ce -0.54969 0.22921 0.92675 0.6051 -0.0874 2.4532 0.064
C -1.43910 1.04602 3.85555 -0.1360 0.7842 1.1133 -1.538
N -1.68031 1.95251 2.70970 0.6039 -0.1021 0.0309 1.112
C -3.11000 2.32760 2.58317 -0.1748 1.6166 2.1244 -1.197
C -4.03259 1.56853 1.67844 -0.8832 -1.3848 -0.2770 -0.537
C -3.60801 1.55823 0.19272 -0.4067 -1.1009 0.1671 -0.829
N -2.78890 0.37233 -0.16386 -0.9509 0.2365 0.0255 0.600
C -3.21379 -0.40718 -1.08129 1.0801 0.0396 0.6701 -0.653
C -2.56039 -1.61175 -1.52837 1.1419 -1.1674 -0.3934 0.872
C -3.27465 -2.43821 -2.41035 1.0059 -0.0759 0.7882 -0.843
C -2.73029 -3.61753 -2.92916 -1.7492 -0.0548 -0.8779 -1.072
C -1.45368 -3.93978 -2.61095 1.0667 1.2349 1.0038 -0.504
C -0.69406 -3.10589 -1.78320 1.0271 -1.6454 -1.2525 -0.719
C -1.20844 -1.98121 -1.21592 -0.9062 0.6859 -0.0679 0.460
O -0.42129 -1.23135 -0.45618 -0.3117 -0.5317 -0.8855 0.726
C -0.73842 3.11611 2.85692 1.0380 -1.2101 1.9442 -1.314
C -0.34246 3.78952 1.56135 -1.9064 2.3500 -0.0371 0.262
C 1.12096 3.65925 1.30346 0.3554 -0.4561 0.4945 -1.624
N 1.42706 2.22972 1.17257 -0.9284 -0.2265 0.6537 0.573
C 2.61724 1.90038 0.96624 1.3741 0.0035 -0.8138 -0.757
C 3.16217 0.60478 0.58284 -0.7929 -1.3078 0.3438 0.761
C 4.40848 0.57681 -0.02876 -0.5063 -1.5813 0.8702 -0.528
C 5.04776 -0.66627 -0.25205 -0.7482 1.5709 -0.6479 -1.128
C 4.30640 -1.81458 -0.07319 -0.2307 0.3640 0.5328 -0.588
C 3.02075 -1.79458 0.48799 1.2533 -2.4539 -0.5425 -0.447
C 2.47323 -0.62532 0.88055 -1.0961 2.1891 1.3033 0.616
O 1.34906 -0.57417 1.64580 0.5168 0.0452 -0.8233 -0.482
H -1.28482 1.62596 4.83112 -0.3324 -0.5848 -1.1982 0.321
H -0.53226 0.45058 3.70489 -0.0311 0.0288 0.0387 0.434
H -2.27985 0.37044 3.97063 0.0339 -0.1111 -0.0030 0.464
H -3.14113 3.39506 2.33779 0.1490 -0.0803 -0.3682 0.466
H -3.53856 2.33581 3.63077 0.2657 -0.1777 -0.8670 0.418
H -5.06542 2.01349 1.70683 1.0682 -0.1036 0.2600 0.400
H -4.17968 0.52657 2.07425 0.2572 0.6655 -0.5999 0.174
H -3.00160 2.41587 0.00604 0.4682 0.8391 -0.2970 0.092
H -4.51265 1.64150 -0.43415 0.4295 -0.2301 0.0163 0.656
H -4.09004 -0.21102 -1.64958 -1.0984 0.5433 -0.1622 0.350
H -4.26503 -2.10147 -2.57618 -0.9316 -0.1140 -0.6255 0.496
H -3.26993 -4.27208 -3.63937 0.0626 0.6328 0.6093 0.342
H -0.92579 -4.76387 -3.00448 0.1172 -0.9847 -0.5716 0.507
H 0.37478 -3.37308 -1.77018 -0.5411 0.4948 0.7444 0.374
H 0.19685 2.64590 3.40932 -1.5849 0.9348 -1.3730 0.447
H -1.07387 3.88845 3.61525 -0.2580 -0.9562 -0.7021 0.331
H -0.64189 4.87362 1.71248 0.7859 -0.8851 -0.3407 0.512
H -1.00533 3.53506 0.71951 0.4920 -0.4671 0.1735 -0.119
H 1.58811 4.08357 2.20867 0.3838 -0.1502 -0.3941 0.371
H 1.48862 4.16951 0.41826 -0.2018 0.2629 -0.0846 0.536
H 3.41867 2.64137 0.93787 -0.0809 0.5590 0.0326 0.361
H 4.81979 1.53303 -0.23064 0.8789 0.5464 -0.2696 0.478
H 6.04520 -0.63715 -0.65216 0.2120 -0.3580 -0.1174 0.421
H 4.72881 -2.77432 -0.27145 0.3403 -0.4561 -0.2179 0.512
H 2.59734 -2.80132 0.68255 -0.2367 1.0561 -0.0022 0.395
N 0.42134 -3.64862 2.50067 -0.7557 -0.4987 0.7180 -0.606
C -0.67904 -3.75485 3.53058 0.5057 0.9144 -1.4144 -0.582
C -2.04894 -3.68572 2.85121 0.1992 1.9778 -0.3143 -0.793
C -2.52532 -2.26553 2.38276 2.5539 -0.6935 -0.1751 0.197
O -3.68900 -2.07062 2.22563 -2.0980 0.4605 -0.2753 -0.635
O -1.60334 -1.33560 2.21218 0.1950 0.1552 -0.2814 0.054
H 1.32007 -3.79689 2.96644 -0.3320 0.2797 -0.2555 0.222
H 0.37707 -2.68463 2.15693 0.3333 -0.3917 0.1643 0.125
H -0.48523 -2.94780 4.25127 -0.7174 -0.1645 0.1628 0.248
H -0.71668 -4.69263 4.05080 0.7460 -0.6165 0.2267 0.446
H -2.83066 -3.80414 3.58302 -0.2910 -1.0779 0.2730 0.420
H -2.10751 -4.38305 1.99042 -0.1101 0.3120 0.6561 0.234
C 4.35877 -0.32283 -5.22988 -3.4787 -0.2217 -0.2214 -1.255
C 3.22417 0.29087 -4.27484 0.7996 -0.4096 -0.8308 0.587
C 2.04798 -0.38649 -3.98297 0.2501 0.8471 -0.4226 -1.067
C 0.99405 0.24811 -3.34263 0.0353 -0.9599 -0.0649 -0.371
C 1.10746 1.53794 -2.88259 -0.5401 0.3906 -0.0343 -0.096
C 2.26921 2.25705 -3.10341 0.4245 -1.3555 -0.4611 -0.423
C 3.30435 1.59192 -3.81656 0.6163 2.0145 0.7896 -0.486
S -0.41603 2.14181 -2.13883 0.5388 0.3068 -0.2683 1.452
O -0.41605 3.58216 -2.10613 0.3421 -0.1272 0.3716 -0.784
O -1.51215 1.54500 -2.86331 0.2226 -0.2345 0.5673 -0.713
O -0.26165 1.57531 -0.71500 -0.5696 1.0324 -1.8029 0.017
H 3.89372 -1.14348 -5.96514 1.2136 1.5838 1.9738 0.303
H 5.20837 -0.61917 -4.65491 0.4763 -0.6297 0.1902 0.305
H 4.62499 0.50970 -5.84696 0.4640 0.3708 -0.5461 0.391
H 1.99069 -1.32278 -4.46292 -0.6582 -1.2727 -0.0154 0.465
H 0.03257 -0.22068 -3.19559 0.0510 -0.3935 -0.1498 0.484
H 2.36615 3.26433 -2.74855 0.1252 0.3434 -0.0401 0.533
H 4.21328 2.20665 -3.98047 -0.5302 -0.5806 -0.1007 0.305



In the order shown, the computed energy above the lowest of the compared OMol25 structures with the same formula, charge and spin values come out to 0.984 2.134 eV.